# 1
Computed, not measured: a cluster of 6 separate species, C24H33F15O13 in total at a distorted geometry, with the ωB97M-V functional and the def2-TZVPD basis.

```
! RIJCOSX wB97M-V def2-TZVPD def2/J DEFGRID3
* xyz 0 1
C 3.767 -7.975 1.143
C 3.776 -7.719 2.643
O 3.732 -6.309 3.014
C 4.668 -5.438 2.436
O 5.638 -5.683 1.770
O 4.494 -4.228 2.997
C 5.352 -3.168 2.588
H 4.805 -7.925 0.815
H 3.272 -7.115 0.691
H 3.201 -8.844 0.808
H 4.637 -8.177 3.130
H 2.949 -8.199 3.168
H 4.896 -2.292 3.051
H 5.435 -3.056 1.507
H 6.330 -3.334 3.038
C -5.379 2.468 -10.485
C -5.198 3.144 -9.186
O -5.453 4.525 -9.392
C -5.868 5.371 -8.336
O -6.021 5.089 -7.116
C -6.044 6.832 -8.880
F -5.546 7.096 -10.151
F -7.328 7.129 -8.864
F -5.476 7.666 -8.004
H -6.374 2.481 -10.928
H -5.093 1.422 -10.376
H -4.671 2.928 -11.175
H -4.239 3.022 -8.682
H -5.952 2.850 -8.456
C -3.979 0.598 0.505
C -5.196 1.237 -0.087
O -6.124 0.259 -0.733
C -7.245 -0.172 -0.203
O -7.545 -0.117 1.019
C -8.052 -0.949 -1.293
F -7.420 -0.928 -2.482
F -8.159 -2.235 -0.940
F -9.316 -0.410 -1.394
H -4.182 0.169 1.486
H -3.258 1.386 0.722
H -3.723 -0.340 0.014
H -4.900 1.958 -0.849
H -5.682 1.932 0.598
C -2.152 1.712 -3.717
C -1.427 0.470 -3.373
O -0.704 0.495 -2.177
C 0.719 0.502 -2.045
O 1.506 0.645 -2.985
C 1.252 0.098 -0.640
F 2.313 0.880 -0.273
F 0.225 0.153 0.227
F 1.722 -1.140 -0.780
H -3.155 1.789 -3.298
H -2.205 1.787 -4.803
H -1.578 2.606 -3.476
H -0.861 0.176 -4.258
H -2.181 -0.305 -3.242
C 5.661 3.429 4.016
C 5.578 4.821 3.323
O 6.804 5.464 3.417
C 7.049 6.637 2.714
O 6.364 7.040 1.788
C 8.400 7.211 3.047
F 8.334 8.526 3.163
F 9.007 6.646 4.118
F 9.134 7.067 1.992
H 4.759 2.863 3.784
H 5.824 3.563 5.086
H 6.512 2.929 3.553
H 4.997 5.620 3.784
H 5.165 4.635 2.331
C 2.092 -5.631 7.333
C 0.590 -5.804 6.886
O 0.225 -4.822 5.983
C 0.012 -3.519 6.286
O -0.006 -3.100 7.410
C -0.276 -2.543 5.080
F -1.537 -2.223 5.068
F 0.450 -1.419 5.235
F -0.080 -3.091 3.944
H 2.382 -6.008 8.314
H 2.423 -4.596 7.259
H 2.690 -6.126 6.568
H -0.057 -5.568 7.731
H 0.502 -6.818 6.495
*
```

Properties
Energy relative to the best compared isomer or geometry (same formula, charge and spin) = 58.23 kcal/mol
Energy = -3410.35241 Eh
Lowest unoccupied orbital energy = 0.2 eV
HOMO-LUMO gap = 11.1 eV
SMILES = CCOC(=O)C(F)(F)F.CCOC(=O)C(F)(F)F.CCOC(=O)C(F)(F)F.CCOC(=O)C(F)(F)F.CCOC(=O)C(F)(F)F.CCOC(=O)OC
Max |F| = 5.58 eV/A



# 2
Computed, not measured: a structure of composition C24H33N3P2RuSe at a distorted geometry, with the ωB97M-V functional and the def2-TZVPD basis.

```
! RIJCOSX wB97M-V def2-TZVPD def2/J DEFGRID3
* xyz 2 5
C -1.454 2.928 -3.335
C -1.205 1.688 -2.787
C 0.158 1.187 -2.963
C 1.256 2.182 -2.956
C 0.888 3.480 -3.247
C -0.395 3.784 -3.650
C 2.594 1.785 -3.015
C 2.792 0.431 -2.871
C 1.665 -0.495 -2.902
C 1.918 -1.910 -2.671
C 3.138 -2.406 -3.082
C 4.156 -1.500 -3.333
C 4.028 -0.179 -2.978
H -2.482 3.213 -3.541
H 1.719 4.151 -3.326
H -0.559 4.655 -4.273
H 3.397 2.510 -2.749
H 3.222 -3.470 -3.292
H 5.050 -1.838 -3.817
H 4.826 0.523 -3.037
N 0.435 -0.082 -3.305
Ru 0.039 -0.497 0.908
C -2.329 0.877 -2.127
H -2.506 -0.052 -2.668
H -3.300 1.400 -2.177
C 0.830 -2.832 -2.132
H -0.094 -2.743 -2.713
H 1.121 -3.904 -2.094
P -1.816 0.478 -0.358
P 0.437 -2.370 -0.319
C 1.609 -3.361 0.632
H 1.375 -3.174 1.689
H 1.402 -4.396 0.345
H 2.655 -3.075 0.453
C -1.118 -3.176 -0.090
H -0.833 -4.227 -0.037
H -1.521 -2.789 0.854
H -1.754 -2.940 -0.944
C -1.932 2.081 0.541
H -2.921 2.560 0.523
H -1.664 1.854 1.585
H -1.198 2.798 0.143
C -3.306 -0.420 0.205
H -3.224 -0.576 1.279
H -4.267 0.077 0.003
H -3.316 -1.401 -0.287
H 0.883 0.797 0.988
H 1.538 -0.627 0.214
C 1.539 1.727 4.788
N 0.157 1.275 4.727
C -0.795 1.567 5.701
C -1.900 0.824 5.351
N -1.583 0.100 4.207
C -2.450 -0.877 3.635
C -0.249 0.228 3.920
Se 1.036 -0.913 3.180
H 1.590 2.554 5.515
H 1.893 2.074 3.798
H 2.222 0.915 5.113
H -0.531 2.229 6.533
H -2.832 0.750 5.847
H -2.742 -1.650 4.334
H -3.356 -0.444 3.247
H -1.934 -1.358 2.823
*
```

Properties
Energy = -4276.90212 Eh
Lowest unoccupied orbital energy (spin up / spin down) = -7.1 / -9.0 eV
HOMO-LUMO gap (spin up / spin down) = 4.5 / 4.4 eV
Max |F| = 3.69 eV/A